ORCA calculation (wB97M-V/def2-TZVPD) on a 10-piece molecular cluster, C40H74O13 overall at a distorted geometry.

Properties
- Highest occupied orbital energy: -9.67 eV
- Calculated total energy: -2546.51774 Eh
- Kohn-Sham gap: 9.64 eV
- SMILES: O=C1CCCO1.O=C1CCCO1.O=C1CCCO1.C1CCOC1.C1CCOC1.C1CCOC1.C1CCOC1.C1CCOC1.C1CCOC1.C1CCOC1
- Net charge: 0
- Energy above the lowest of the compared OMol25 structures with the same formula, charge and spin: 0.0 kcal/mol

XYZ file:
```
127
Properties=species:S:1:pos:R:3:forces:R:3:mulliken_charge:R:1
C -1.27494 4.63261 1.39685 -0.054 -0.397 -0.379 1.015
C -0.63350 5.76385 0.57827 0.751 -0.899 0.585 -0.668
C -0.77248 6.97366 1.50856 0.036 -0.497 -0.471 -0.397
O -1.80509 6.66259 2.44071 -0.308 0.488 -0.258 -0.461
C -2.34812 5.38685 2.17355 -0.083 -0.912 0.442 -0.766
H -0.57352 4.10373 2.04956 0.085 0.475 0.224 -0.478
H -1.64987 3.83056 0.75368 -0.328 0.265 -0.035 -0.047
H -1.11739 5.81750 -0.39615 -0.124 0.490 0.069 0.493
H 0.42756 5.54634 0.41752 -0.090 0.087 -0.241 0.289
H -0.96245 7.85886 0.89780 -0.262 0.233 0.451 0.355
H 0.13285 7.10683 2.10338 0.149 0.195 -0.181 0.071
H -3.30626 5.40538 1.63909 0.157 0.405 -0.233 0.363
H -2.56718 4.91066 3.13327 0.088 0.064 0.014 0.318
C 2.36592 -4.26414 -3.58602 0.546 0.262 -0.284 -0.461
C 1.77672 -4.65038 -4.94173 -0.383 0.201 -0.066 -0.670
C 1.44947 -3.27788 -5.56477 0.134 -1.212 -0.895 -0.443
O 1.30499 -2.35366 -4.51643 0.510 0.573 0.085 -0.433
C 1.62202 -2.97151 -3.27313 -1.372 -0.815 0.133 0.503
H 3.43609 -4.05763 -3.67663 -0.018 -0.118 0.033 0.315
H 2.21201 -5.04779 -2.84733 0.054 0.113 0.161 0.291
H 0.88391 -5.26370 -4.79596 -0.071 0.151 -0.014 0.249
H 2.44137 -5.21364 -5.59346 0.141 -0.036 0.151 0.373
H 0.55638 -3.31918 -6.19589 -0.222 0.109 0.336 0.271
H 2.25181 -3.04769 -6.27984 0.137 0.571 0.444 0.280
H 0.64814 -3.25471 -2.83057 0.185 0.093 0.229 -0.504
H 2.09661 -2.27694 -2.58297 0.306 0.102 -0.255 0.200
C 4.20974 2.29659 0.98261 0.108 0.274 -0.460 0.734
C 4.57082 0.82160 1.05588 0.517 -0.504 1.180 -0.235
C 6.11731 0.78634 1.15402 -0.135 0.583 -0.338 -0.541
O 6.55353 2.14561 1.08075 -0.076 0.002 -0.537 -0.445
C 5.47349 2.96667 1.49625 0.326 0.168 0.692 -0.609
H 3.31540 2.56598 1.54102 0.033 -0.086 0.126 -0.683
H 4.04969 2.62269 -0.04854 -0.008 -0.136 -0.033 0.206
H 4.15935 0.19555 0.27139 0.024 0.047 -0.086 0.060
H 4.29532 0.41685 2.03452 -0.749 -0.047 -0.262 0.245
H 6.57603 0.22053 0.34494 0.179 0.076 0.034 0.327
H 6.43224 0.38362 2.12033 0.009 -0.191 -0.079 0.250
H 5.61688 3.98365 1.13082 0.117 -0.109 -0.230 0.394
H 5.51348 3.03761 2.59530 -0.340 -0.101 -0.010 0.313
C -1.48469 -4.98242 -0.89259 0.008 0.039 -0.240 0.012
C -2.23289 -5.92093 0.05901 0.267 -0.826 0.162 -0.809
C -2.58295 -5.05099 1.28297 -0.101 -1.150 -0.290 -0.541
O -2.44047 -3.72155 0.86627 -0.639 0.993 -0.480 -0.274
C -1.39753 -3.67088 -0.09705 0.793 -0.889 0.708 1.385
H -2.01709 -4.83691 -1.83367 -0.152 0.011 0.113 -0.025
H -0.51282 -5.39739 -1.16597 0.116 0.239 0.108 0.211
H -1.63988 -6.78884 0.36930 0.262 0.293 -0.009 0.301
H -3.08144 -6.40637 -0.42542 -0.307 0.503 0.095 0.311
H -1.91981 -5.25963 2.13117 0.130 0.014 -0.079 0.316
H -3.59534 -5.29615 1.60083 -0.109 0.646 0.140 0.371
H -0.46285 -3.67460 0.48873 0.153 0.151 -0.318 -0.878
H -1.42157 -2.76852 -0.70320 -0.420 0.112 0.107 -0.438
C -2.94917 -2.05735 -4.83074 0.453 -0.178 -0.413 -0.608
C -2.32941 -0.91936 -4.02488 0.020 0.647 -0.014 0.098
C -3.38476 -0.63702 -2.92887 0.815 0.015 0.032 0.259
O -4.28816 -1.72760 -2.94316 -0.722 -0.100 -0.143 -0.497
C -3.77946 -2.75943 -3.78277 0.354 -0.201 0.780 0.318
H -2.20412 -2.72193 -5.27495 0.061 0.021 0.143 0.211
H -3.52380 -1.66738 -5.67230 -0.319 -0.008 0.216 0.284
H -2.13543 -0.03395 -4.63369 -0.125 -0.039 -0.045 0.449
H -1.36017 -1.16953 -3.59011 -0.109 -0.313 0.033 -0.338
H -3.91992 0.30241 -3.08353 -0.178 -0.125 -0.150 0.241
H -2.88613 -0.56051 -1.95568 -0.117 -0.068 0.038 -0.226
H -4.57890 -3.41518 -4.12341 -0.236 0.360 -0.159 0.386
H -3.13768 -3.39513 -3.14718 0.133 0.007 -0.262 -0.520
C 2.23357 4.70705 3.14481 0.450 -1.076 0.249 0.727
C 2.09962 5.62314 4.34966 -0.041 1.225 -0.151 -0.873
C 0.75215 5.16819 4.88925 0.318 0.036 0.582 -0.138
O 0.78234 3.74705 4.76927 -0.043 0.125 -0.366 -0.498
C 1.74820 3.38303 3.76348 -1.395 -0.157 -0.317 -0.203
H 3.20575 4.55256 2.67482 0.229 0.394 0.370 0.301
H 1.57290 5.01384 2.33097 -0.202 0.024 0.197 -0.578
H 2.07620 6.68763 4.09290 -0.065 -0.109 -0.157 0.412
H 2.90096 5.54319 5.08546 0.003 -0.480 -0.054 0.286
H -0.05836 5.66002 4.33342 -0.057 -0.405 -0.169 -0.030
H 0.58573 5.38097 5.94630 0.127 0.137 -0.020 0.369
H 1.20150 2.77186 3.03297 0.223 -0.010 -0.072 -0.105
H 2.47593 2.72544 4.24318 0.440 0.362 -0.124 0.335
C 1.09670 -0.52554 0.06916 -0.351 0.612 -0.556 0.059
C 0.65103 0.65809 0.93012 0.418 -0.749 0.937 0.039
C -0.81306 0.74217 0.56603 -0.170 0.506 0.777 0.503
O -0.87331 0.53074 -0.82593 -0.648 -0.502 -0.497 0.000
C 0.20072 -0.30980 -1.20863 2.313 0.318 1.379 0.509
H 0.91923 -1.48177 0.56220 -0.163 0.022 -0.007 -0.163
H 2.13691 -0.48115 -0.24809 0.079 -0.061 0.226 0.089
H 1.24351 1.55578 0.74377 -0.323 0.129 -0.433 -0.332
H 0.76601 0.47739 2.00352 0.008 -0.145 -0.061 0.534
H -1.23688 1.70496 0.86428 -0.076 0.059 -0.549 -0.111
H -1.42099 -0.00068 1.10216 0.261 -0.206 -0.054 -0.561
H 0.84782 0.29518 -1.85008 -0.318 -0.365 -0.655 0.423
H 0.05381 -1.31812 -1.59267 -1.080 0.351 -0.532 -1.067
O -2.73801 4.29858 -4.83374 -0.221 0.008 -0.216 -0.579
C -1.83019 4.22392 -4.06864 0.188 0.238 0.244 0.447
O -0.65555 4.88102 -4.27355 -0.092 0.036 -0.079 -0.378
C 0.28158 4.60792 -3.24103 0.512 -0.579 0.327 -0.481
C -0.28904 3.43816 -2.40044 0.244 1.073 0.458 0.847
C -1.76821 3.45922 -2.76429 0.177 -0.571 -0.129 0.219
H 0.46789 5.48381 -2.61568 -0.363 0.198 -0.174 0.212
H 1.24346 4.35081 -3.68526 -0.112 -0.012 -0.213 0.363
H -0.13541 3.72252 -1.35780 -0.045 -0.381 0.084 -0.479
H 0.25246 2.51356 -2.57383 -0.310 -0.169 -0.215 -0.168
H -2.37546 3.96984 -2.01595 -0.004 0.115 -0.060 0.199
H -2.21332 2.47740 -2.91534 0.040 -0.025 0.054 -0.270
O 3.59946 -5.21871 5.14864 -0.228 0.017 0.008 -0.559
C 3.16000 -5.07954 4.04917 0.127 0.045 -0.086 0.406
O 3.19777 -6.08073 3.12347 0.327 0.075 -0.074 -0.367
C 2.98377 -5.53400 1.82018 -0.309 0.127 -0.344 -0.564
C 2.07778 -4.33366 2.06301 0.026 0.207 -0.559 0.545
C 2.55368 -3.81665 3.41943 -0.382 -1.401 -0.094 -0.395
H 2.52640 -6.29340 1.18906 -0.016 -0.087 0.131 0.333
H 3.92726 -5.24072 1.34869 0.118 -0.065 0.273 0.266
H 1.04509 -4.68676 2.08704 -0.007 0.058 0.369 -0.248
H 2.10111 -3.59520 1.25885 0.262 -0.024 0.029 0.027
H 1.68121 -3.54326 4.00532 0.409 0.598 0.356 0.306
H 3.37688 -3.10770 3.39060 -0.339 0.458 -0.024 0.252
O -4.73727 -3.05310 3.74988 -0.100 -0.143 -0.089 -0.618
C -4.73392 -2.38146 2.75778 0.578 0.021 0.457 0.466
O -5.30126 -2.77238 1.60757 -0.203 0.097 -0.183 -0.389
C -5.05753 -1.79716 0.57650 -0.123 -0.009 -0.127 0.207
C -4.69566 -0.51279 1.30762 0.606 1.137 -1.059 -0.172
C -4.10104 -0.99292 2.62551 -1.250 -0.363 -0.667 -0.160
H -5.93807 -1.69980 -0.05422 -0.100 -0.145 0.127 0.351
H -4.24026 -2.16786 -0.04168 0.041 0.020 0.046 -0.238
H -5.50336 0.21981 1.38242 -0.450 -0.602 0.521 0.353
H -4.01962 0.07668 0.67049 0.374 -0.372 0.251 -0.135
H -4.47936 -0.43031 3.47258 0.605 0.190 0.188 0.410
H -3.02311 -1.10309 2.55559 0.082 0.074 0.407 -0.007
```
Positions in Å, forces in eV/Å.